# 1
This record from the Open Molecules 2025 dataset describes a single C5H12S2 molecule in a non-equilibrium geometry. The level of theory is ωB97M-V/def2-TZVPD.

Values from the calculation:
HOMO level: -8.7 eV
LUMO: 0.902 eV
structure (SMILES): CCCSSCC
ΔE to the lowest compared entry with this formula, charge and spin: 0.2790 eV
energy: -994.06702 hartree

Geometry as XYZ:
```
19
Properties=species:S:1:pos:R:3:forces:R:3:mulliken_charge:R:1
C 1.7843 0.3956 -2.8400 -0.60 -0.12 0.67 -1.033
C 0.3014 0.0054 -2.5715 1.81 -0.31 -0.41 -0.578
C -0.1988 0.4644 -1.2258 -1.02 -0.30 0.29 -0.555
S 0.5360 -0.6301 0.0734 -0.07 -0.80 -1.58 -0.123
S 0.7728 0.3446 1.7504 -0.54 1.22 1.22 -0.106
C -0.8543 0.2841 2.5876 -0.55 0.15 0.79 -0.550
C -1.1590 -1.0568 3.3086 0.21 1.14 -0.49 -0.838
H 2.4182 -0.2979 -2.2880 0.19 0.23 0.06 0.284
H 2.0757 0.3421 -3.8847 -0.18 0.02 -0.13 0.348
H 1.9415 1.4070 -2.4606 0.26 0.01 -0.15 0.284
H -0.2971 0.3661 -3.4051 -0.40 -0.06 0.20 0.364
H 0.3019 -1.0910 -2.5398 -0.46 0.06 -0.42 0.260
H -1.2700 0.2373 -1.2103 0.03 0.24 0.21 0.304
H -0.0847 1.5291 -1.0282 0.36 -0.05 0.15 0.450
H -1.7193 0.6226 2.0178 0.35 -0.38 -0.97 0.320
H -0.8531 1.1138 3.3007 0.60 -0.14 0.31 0.368
H -0.8294 -0.9586 4.3396 0.15 -0.42 0.03 0.249
H -2.2315 -1.2346 3.3009 -0.03 -0.18 0.02 0.285
H -0.6344 -1.8431 2.7748 -0.09 -0.31 0.21 0.265
```
Positions in Å, forces in eV/Å.

# 2
This record from the Open Molecules 2025 dataset describes a molecular structure, C5H13AgFO7 in a non-equilibrium geometry. The level of theory is ωB97M-V/def2-TZVPD.

Values from the calculation:
HOMO level: -4.5 eV
LUMO: 2.894 eV
total charge: -1
ΔE to the lowest compared entry with this formula, charge and spin: 0.0000 eV
energy: -971.89991 hartree

Geometry as XYZ:
```
27
Properties=species:S:1:pos:R:3:forces:R:3:mulliken_charge:R:1
Ag 0.4612 -0.7949 0.6421 -0.14 -0.70 0.58 0.426
F 0.8301 0.3623 2.5855 -0.01 0.41 0.02 -0.883
O -1.0957 -4.7017 0.6051 -0.01 -0.34 -0.04 -0.501
C -0.4290 -3.4925 0.6256 0.40 0.62 0.22 0.895
O -0.2308 -2.9907 1.7574 -0.15 -0.26 -0.31 -0.725
O -0.0944 -3.0326 -0.4848 -0.09 0.07 -0.09 -0.744
H -1.1821 -4.9101 1.5416 -0.12 -0.02 0.04 0.301
C 3.0122 0.0078 -1.3483 -0.13 -0.43 -0.10 -0.253
C 2.0486 1.1528 -1.2304 -0.37 0.71 0.30 -0.627
O 0.6772 0.7757 -1.3873 0.52 0.16 -0.18 -0.298
O 2.7773 -0.9326 -0.3079 0.40 0.40 -0.30 -0.445
H 4.0333 0.4025 -1.2984 0.02 0.01 -0.06 0.281
H 2.8559 -0.4715 -2.3275 0.16 0.02 0.04 0.337
H 2.3093 1.9412 -1.9492 0.07 -0.20 -0.15 0.343
H 2.1239 1.6261 -0.2479 -0.11 -0.28 0.09 0.309
H 0.5912 0.3235 -2.2332 -0.16 -0.11 0.00 0.222
H 3.2482 -1.7444 -0.5156 -0.18 -0.12 0.08 0.245
C -2.9013 1.6580 -0.0892 -0.31 -0.56 0.16 -0.473
C -2.2570 1.7864 1.2674 0.25 0.16 -0.05 -0.412
O -1.1042 0.9818 1.2310 -0.86 0.67 -0.08 -0.283
O -2.0342 2.0748 -1.1187 0.04 0.28 -0.07 -0.563
H -3.8278 2.2361 -0.1195 0.09 0.18 -0.18 0.358
H -3.1758 0.5997 -0.2333 0.04 0.11 0.02 0.213
H -2.9611 1.4846 2.0554 0.02 -0.08 -0.04 0.343
H -1.9915 2.8439 1.4329 -0.03 -0.09 0.04 0.291
H -0.5318 1.0697 2.0321 0.71 -0.53 0.13 0.313
H -1.1517 1.7441 -0.8849 -0.04 -0.09 -0.05 0.330
```
Positions in Å, forces in eV/Å.

# 3
This record from the Open Molecules 2025 dataset describes a molecular structure, C5H13Br3N4O8 in a non-equilibrium geometry. The level of theory is ωB97M-V/def2-TZVPD.

Values from the calculation:
HOMO level: -8.7 eV
LUMO: -1.197 eV
ΔE to the lowest compared entry with this formula, charge and spin: 7.9134 eV
energy: -8740.59830 hartree

Geometry as XYZ:
```
33
Properties=species:S:1:pos:R:3:forces:R:3:mulliken_charge:R:1
C 4.0450 0.4676 -1.3142 -0.38 0.45 -0.32 -0.915
N 3.0160 0.2243 -0.2956 -0.24 -0.37 0.35 0.872
O 2.3647 -0.8122 -0.3825 3.71 1.57 -0.01 -0.417
O 2.8413 1.0649 0.5751 1.76 -0.54 -1.95 -0.582
H 4.0279 1.5525 -1.4177 0.45 -0.18 -0.26 0.346
H 3.6950 -0.0559 -2.2039 0.38 0.08 0.04 0.376
H 4.9938 0.0918 -0.9313 -0.11 0.05 -0.10 0.279
C -1.0288 0.4109 -2.0862 -0.02 -0.68 -2.57 -0.502
N -1.4420 -0.8655 -2.7616 2.68 1.54 -2.32 0.886
O -2.3947 -1.4315 -2.3373 -1.31 -0.95 -0.75 -0.508
O -0.6425 -1.2753 -3.6442 -2.13 0.75 0.98 -0.552
H -0.3282 0.9301 -2.7402 -0.25 -0.06 -0.21 0.403
H -0.4840 0.1038 -1.1934 -1.08 -0.12 -3.05 0.283
H -1.9060 1.0215 -1.8722 0.12 -0.27 0.26 0.210
C -2.8830 0.3560 1.3959 -2.49 2.00 0.98 -0.626
N -3.4237 -0.7738 2.2432 1.57 0.24 -0.84 1.103
O -4.0902 -0.5308 3.1935 -1.08 0.54 1.38 -0.612
O -3.0649 -1.8733 1.8825 -2.16 -0.87 1.77 -0.594
H -1.7933 0.3788 1.4009 -1.23 0.68 0.92 -0.092
H -3.3807 1.2837 1.6782 0.10 -0.09 0.48 0.389
H -3.2625 0.1075 0.4047 -0.01 0.54 0.00 0.375
C 1.0209 1.1126 1.9817 -0.60 -0.49 0.93 -0.909
N 0.0742 1.4525 0.8966 1.04 0.76 0.72 0.569
O -0.1726 0.5957 0.0344 1.91 5.96 4.91 -0.441
O -0.4033 2.5788 1.0189 -0.42 -1.10 -1.14 -0.572
H 0.3733 1.0939 2.8584 0.20 0.08 0.20 0.323
H 1.7804 1.8941 1.9994 -0.71 -0.06 0.59 0.368
H 1.4960 0.1499 1.7933 -0.67 0.28 0.43 0.263
C 0.2932 -1.7432 -0.0974 -2.17 -2.14 0.02 0.319
Br -1.5908 -1.2475 0.2019 4.16 -5.99 -2.30 0.153
Br 0.5236 -2.8386 -1.7294 0.48 -0.27 1.78 -0.038
Br 0.8448 -2.5793 1.6465 0.03 0.13 -1.14 -0.130
H 0.9009 -0.8439 -0.1979 -1.56 -1.47 0.20 -0.026
```
Positions in Å, forces in eV/Å.

# 4
This record from the Open Molecules 2025 dataset describes 2 unconnected molecules or ions with the total composition C5H13Cl2NOSi in a non-equilibrium geometry. The level of theory is ωB97M-V/def2-TZVPD.

Values from the calculation:
HOMO level (spin up / spin down): -8.3 / -7.0 eV
LUMO (spin up / spin down): -0.133 / 0.222 eV
ΔE to the lowest compared entry with this formula, charge and spin: 1.4637 eV
energy: -1538.11597 hartree

Geometry as XYZ:
```
23
Properties=species:S:1:pos:R:3:forces:R:3:mulliken_charge:R:1
C 0.1227 -2.5025 0.2669 1.25 -0.98 -2.22 -0.522
C 1.7965 1.8008 -0.0937 0.86 -2.68 -0.25 -1.433
C -2.2689 2.0609 -0.3626 1.61 -0.93 0.98 -0.791
C 1.2302 -1.8116 0.9770 2.13 0.29 -1.73 -0.525
C 1.3908 0.3078 -0.4408 0.62 2.14 3.01 -0.204
N 1.0261 -0.3898 0.7426 -1.98 1.29 3.00 0.261
O -0.0246 0.1128 1.3736 0.98 -0.58 -1.18 -0.432
Si -2.1970 0.2071 -0.4918 1.53 1.02 1.40 0.634
Cl -1.9979 -0.4774 -2.3563 0.14 -0.38 -1.60 -0.261
Cl -3.8425 -0.5940 0.2607 -1.58 -0.75 0.70 -0.266
H -0.5845 -1.7546 0.0692 -1.68 0.49 0.05 -0.291
H 0.3144 -2.9814 -0.6924 0.78 0.57 -0.50 0.288
H -0.2215 -3.3527 0.7387 -1.29 -1.33 1.81 0.426
H 2.5279 1.6761 0.7091 0.73 0.11 -0.55 0.408
H 2.1921 2.2115 -1.0217 0.00 0.56 0.42 0.341
H 1.0940 2.3567 0.4556 -1.62 0.79 -0.21 0.383
H -2.7594 2.4818 -1.1707 -0.75 0.89 -1.99 0.415
H -2.8923 2.3184 0.4871 0.51 0.11 0.54 0.281
H -1.1866 2.3694 -0.3232 -1.29 0.16 0.26 0.093
H 1.0964 -2.0095 2.0054 0.30 0.21 1.27 0.289
H 2.3169 -2.0414 0.6558 -1.76 0.03 0.49 0.273
H 0.6151 0.2095 -1.1146 -1.63 -0.09 -1.95 0.225
H 2.2520 -0.1980 -0.6741 2.15 -0.96 -1.73 0.407
```
Positions in Å, forces in eV/Å.

# 5
This record from the Open Molecules 2025 dataset describes 2 unconnected molecules or ions with the total composition C5H13Cl2NSi in a non-equilibrium geometry. The level of theory is ωB97M-V/def2-TZVPD.

Values from the calculation:
HOMO level (spin up / spin down): -8.1 / -7.6 eV
LUMO (spin up / spin down): -0.388 / -0.003 eV
ΔE to the lowest compared entry with this formula, charge and spin: 3.4010 eV
energy: -1462.89662 hartree

Geometry as XYZ:
```
22
Properties=species:S:1:pos:R:3:forces:R:3:mulliken_charge:R:1
C 2.2099 -2.5454 0.2727 3.39 0.99 -1.49 -1.162
C -1.5954 2.1648 -1.1581 2.63 -3.45 -2.98 -1.050
C -2.8847 1.4489 0.7321 -2.11 -2.34 1.19 -0.871
C 2.7475 -1.1314 0.6011 1.02 -1.50 3.43 -0.158
C 1.9967 0.0282 0.1432 -1.74 1.85 0.14 -0.957
N -1.8957 1.0492 -0.2667 -0.48 0.58 0.50 0.297
Si -1.0144 -0.4672 -0.4210 1.58 3.01 -0.01 0.411
Cl -1.7783 -1.6895 0.9214 -0.59 -1.24 1.08 -0.247
Cl -1.2460 -1.1456 -2.3158 -0.02 -0.32 -0.55 -0.248
H 1.2975 -2.7243 0.7090 -2.53 -0.38 0.17 0.345
H 2.4266 -2.7241 -0.8161 -1.27 0.00 0.86 0.251
H 2.9003 -3.2124 0.7590 0.35 -0.53 0.32 0.397
H -1.5025 3.0978 -0.7505 -0.04 2.26 1.86 0.434
H -0.4308 1.9377 -1.5057 -3.03 0.71 0.00 0.241
H -2.3503 2.2640 -2.0048 1.16 -0.38 0.68 0.245
H -3.2922 0.5010 1.3167 1.23 1.98 -0.87 0.185
H -2.5866 2.2377 1.4284 0.61 -0.31 0.08 0.319
H -3.8629 1.8472 0.3545 0.87 -0.28 -0.67 0.326
H 2.8564 -1.0723 1.7697 -0.20 -0.19 -1.95 0.216
H 3.8065 -1.1865 0.2291 -0.82 0.67 0.12 0.309
H 2.4202 0.3673 -0.7576 -0.21 0.50 -1.64 0.377
H 1.7782 0.9549 0.7594 0.20 -1.64 -0.25 0.341
```
Positions in Å, forces in eV/Å.

# 6
This record from the Open Molecules 2025 dataset describes 2 unconnected molecules or ions with the total composition C5H13ClN2O4. The level of theory is ωB97M-V/def2-TZVPD.

Values from the calculation:
HOMO level: -8.5 eV
LUMO: -0.891 eV
energy: -1068.63701 hartree

Geometry as XYZ:
```
25
Properties=species:S:1:pos:R:3:forces:R:3:mulliken_charge:R:1
C -1.3566 1.2238 1.1151 0.04 0.07 -0.14 -0.930
N -1.3910 -0.0457 0.3841 0.33 0.09 0.53 -0.010
C -1.5975 -1.2365 1.2037 0.03 0.02 -0.06 -0.757
C -0.3509 -2.1177 1.2364 -0.05 -0.08 0.10 -0.480
N 0.8004 -1.1664 1.3838 -0.08 -0.04 -0.03 -0.007
C 1.0645 -0.5309 0.0419 0.05 0.34 -0.25 -0.871
C -0.2997 -0.1624 -0.5728 -0.43 -0.29 -0.44 -0.472
H -1.8810 1.9956 0.5524 0.01 0.01 -0.01 0.301
H -1.8409 1.1254 2.0863 -0.06 0.01 -0.03 0.324
H -0.3341 1.6022 1.2676 0.00 -0.04 0.07 0.365
H -1.8089 -0.9340 2.2329 -0.10 0.01 -0.01 0.388
H -2.4571 -1.8258 0.8716 0.08 -0.05 -0.09 0.316
H -0.1884 -2.6610 0.3080 0.02 0.01 -0.01 0.318
H -0.3617 -2.8293 2.0595 0.02 0.07 0.05 0.361
H 1.6381 -1.6102 1.7544 -0.01 0.00 -0.05 0.385
H 0.5153 -0.4336 2.0371 0.12 -0.03 0.03 0.385
H 1.7224 0.3283 0.1547 -0.02 -0.02 0.12 0.441
H 1.5773 -1.2735 -0.5646 0.06 0.04 -0.01 0.271
H -0.5681 -0.9164 -1.3143 0.01 0.03 -0.03 0.242
H -0.1982 0.7646 -1.1237 0.06 0.09 -0.13 0.388
O 2.3425 2.3730 -4.1488 -0.04 -0.01 -0.02 -0.655
Cl 1.4644 2.1539 -3.0396 -0.02 -0.08 0.26 1.678
O 2.0579 1.1597 -2.1417 -0.01 -0.13 0.12 -0.670
O 0.1866 1.6442 -3.4890 0.01 -0.02 0.03 -0.660
O 1.2645 3.3726 -2.2949 -0.02 -0.01 -0.01 -0.652
```
Positions in Å, forces in eV/Å.

# 7
This record from the Open Molecules 2025 dataset describes a molecular structure, C5H13CrO2 in a non-equilibrium geometry. The level of theory is ωB97M-V/def2-TZVPD.

Values from the calculation:
HOMO level (spin up / spin down): -13.3 / -13.3 eV
LUMO (spin up / spin down): -4.267 / -3.996 eV
total charge: +1
ΔE to the lowest compared entry with this formula, charge and spin: 0.0000 eV
spin multiplicity: 5
<S²>: 6.035
energy: -1392.92881 hartree

Geometry as XYZ:
```
21
Properties=species:S:1:pos:R:3:forces:R:3:lowdin_spin:R:1
H 2.9255 -0.1185 1.4555 -0.11 0.26 0.10 0.000
C 2.3264 0.7021 1.8717 0.10 -0.23 -0.08 0.001
C 0.8784 0.2914 2.0106 -0.32 0.41 0.61 0.008
H 2.4422 1.5984 1.2479 -0.02 -0.24 0.14 0.000
H 2.7189 0.9436 2.8687 -0.12 -0.07 -0.25 0.000
H 0.2843 1.1029 2.4574 0.01 -0.08 -0.38 0.001
H 0.7058 -0.5673 2.6697 0.30 -0.01 -0.46 0.000
O 0.2771 -0.0598 0.7123 0.42 0.04 0.38 0.034
C -0.1534 1.0310 -0.1011 -0.11 0.59 0.03 0.008
C -0.5150 0.4752 -1.4563 0.34 0.47 -0.36 0.009
O -1.3491 -0.6678 -1.2497 -0.26 0.50 -0.26 0.048
C -1.9920 -1.1462 -2.4304 -0.26 -0.19 -0.61 0.007
H 0.6541 1.7660 -0.2112 -0.20 -0.14 0.04 0.000
H -1.0225 1.5050 0.3789 0.21 -0.05 -0.12 0.001
H 0.3808 0.1661 -2.0154 -0.20 0.06 0.10 0.001
H -1.0599 1.2333 -2.0348 0.12 -0.18 0.11 0.001
H -2.5873 -2.0208 -2.1493 0.11 0.21 -0.09 0.001
H -2.6488 -0.3627 -2.8286 0.14 -0.23 0.10 0.000
H -1.2399 -1.4270 -3.1803 -0.20 0.06 0.16 0.001
H -0.2978 -2.7298 1.6465 -0.12 0.40 -0.40 -0.056
Cr -0.7278 -1.7152 0.3378 0.16 -1.58 1.26 3.936
```
Positions in Å, forces in eV/Å.

# 8
This record from the Open Molecules 2025 dataset describes a molecular structure, C5H13FGdIn in a non-equilibrium geometry. The level of theory is ωB97M-V/def2-TZVPD.

Values from the calculation:
HOMO level (spin up / spin down): -17.6 / -17.6 eV
LUMO (spin up / spin down): -9.123 / -12.177 eV
total charge: +2
spin multiplicity: 8
<S²>: 16.427
energy: -1252.85535 hartree

Geometry as XYZ:
```
21
Properties=species:S:1:pos:R:3:forces:R:3:lowdin_spin:R:1
C -1.9799 0.6089 0.7330 0.18 -1.62 0.66 0.038
C -1.0050 -0.7491 0.7507 -0.63 0.33 0.23 0.000
C -1.0631 -1.6090 -0.6434 -0.32 -0.34 0.93 0.024
C 0.4959 -0.3150 1.2433 -0.07 0.24 0.44 0.001
C 1.6046 -0.1480 0.0481 -0.14 0.29 1.70 0.018
In 1.0295 1.5094 -1.4536 0.75 2.31 0.97 0.282
F 1.1893 3.3840 -0.4174 -0.10 -2.81 -1.18 0.079
H -1.4105 1.5468 0.3251 -1.07 -1.45 0.49 0.020
H -2.9497 0.3266 0.1300 1.95 0.95 1.17 -0.001
H -2.2611 0.8094 1.8697 0.53 -0.10 -2.54 0.007
H -1.4601 -1.4299 1.6187 1.10 1.36 -1.99 0.005
H -0.4849 -2.6379 -0.4661 -1.29 2.21 -0.66 0.002
H -2.2153 -1.8380 -0.8575 2.74 0.45 0.26 0.001
H -0.5946 -1.0415 -1.5823 -0.95 -1.03 1.82 0.015
H 0.9397 -1.0837 2.0213 -0.98 1.59 -1.55 0.001
H 0.3877 0.7609 1.7493 0.46 -2.41 -0.96 0.000
H 1.9082 -1.1479 -0.4830 -0.44 1.09 0.94 0.015
H 2.5968 0.2676 0.5658 -7.27 0.11 2.70 0.054
H 2.0800 1.4534 -2.9353 -0.63 -0.02 0.43 0.173
H -0.7235 1.3858 -1.9550 -0.41 0.00 -0.26 0.398
Gd 3.9160 -0.0530 -0.2613 6.59 -1.17 -3.61 5.869
```
Positions in Å, forces in eV/Å.